# C11H33NO6

A cluster of 6 separate species, C11H33NO6 in total (ωB97M-V with the def2-TZVPD basis set, OMol25).

Cartesian coordinates (Å):
C  -1.6553  2.9328  -1.7694
C  -0.6963  2.0266  -0.9173
C  0.3240  2.9829  -0.2480
C  -1.3765  1.3284  0.2214
C  -2.2175  0.1298  -0.1298
C  -1.3845  -0.8705  -0.9732
C  -0.6679  -0.2324  -2.2122
C  0.3871  -1.2931  -2.5511
C  -1.6311  0.0601  -3.3888
N  0.0586  0.9742  -1.7020
O  0.8627  1.6030  -2.6773
H  -1.0467  3.6384  -2.3221
H  -2.4101  2.4206  -2.3821
H  -2.1779  3.5607  -1.0229
H  1.0079  3.5075  -0.9402
H  -0.2891  3.7426  0.2627
H  0.9318  2.4877  0.5064
H  -0.6326  0.9029  0.9130
H  -1.9519  2.0591  0.8642
H  -2.5843  -0.2890  0.8236
H  -3.1135  0.4044  -0.7224
H  -2.0680  -1.6998  -1.2939
H  -0.6057  -1.3095  -0.3044
H  -0.1277  -2.2021  -2.8604
H  0.9589  -1.5113  -1.6665
H  1.0435  -0.9847  -3.3799
H  -2.5761  0.4267  -3.0229
H  -1.7643  -0.8469  -3.9554
H  -1.3426  0.8391  -4.0826
H  0.2553  2.0650  -3.2629
C  -1.2877  -2.3264  4.0156
O  -1.0084  -1.6511  5.2302
H  -0.6000  -1.8856  3.2866
H  -1.1404  -3.4220  4.0201
H  -2.3070  -2.0867  3.7934
H  -0.0436  -1.5433  5.2466
C  3.5064  1.3699  -0.8818
O  2.6287  0.4833  -0.2743
H  3.5955  1.2999  -1.9648
H  3.1922  2.4168  -0.6871
H  4.4730  1.3078  -0.4331
H  1.7398  0.6267  -0.6471
O  1.8396  -1.1916  1.8459
H  1.8216  -2.1084  1.5781
H  2.1529  -0.6410  1.1399
O  1.8433  -1.5504  4.6162
H  2.5424  -2.1215  4.9239
H  2.0344  -1.3653  3.6904
O  0.6658  -4.0545  1.5508
H  -0.0682  -3.6267  2.0093
H  0.9095  -4.7832  2.1375

Results
* DFT total energy: -25715.9282 eV
* frontier orbital gap: 9.773 eV
* spin multiplicity: 1
* E_LUMO: 0.52 eV
* energy above the lowest of the compared OMol25 structures with the same formula, charge and spin: 0.447 eV
* molecular weight: 275.39 g mol⁻¹